1.
58
Properties=species:S:1:pos:R:3:forces:R:3 method="wB97M-V/def2-TZVPD" smiles="COCCn1cc(C(=O)N2CCC3(CC2)OCCO3)c2c3ccccc3n(C)c2c1=O" e_homo_ha=-0.2828 spin_multiplicity=1 de_lowest_ev=2.110
C 6.573 2.625 -0.837 0.05 -0.01 0.00
O 5.284 3.137 -0.587 -0.05 0.12 0.13
C 4.264 2.175 -0.590 -0.19 -0.17 0.09
C 4.285 1.253 0.645 0.58 0.37 -0.32
N 3.096 0.428 0.684 -0.07 -0.26 -0.10
C 1.980 0.904 1.310 -0.82 -0.03 0.24
C 0.814 0.210 1.367 0.55 0.10 0.16
C 0.802 -1.078 0.774 0.73 -0.01 -0.31
C 1.940 -1.543 0.105 -0.64 0.37 0.40
N 1.696 -2.789 -0.412 0.02 0.10 0.05
C 0.422 -3.150 -0.074 -0.36 0.32 0.28
C -0.273 -4.322 -0.360 0.03 -0.16 -0.09
C -1.558 -4.440 0.123 0.12 -0.06 -0.08
C -2.146 -3.431 0.892 -0.18 0.13 0.13
C -1.468 -2.269 1.181 0.03 -0.13 0.02
C -0.177 -2.110 0.681 0.13 -0.34 -0.23
H -1.908 -1.504 1.802 -0.10 0.06 0.06
H -3.149 -3.575 1.266 -0.08 0.00 0.04
H -2.122 -5.337 -0.084 -0.02 -0.08 -0.03
H 0.181 -5.114 -0.936 0.03 -0.09 -0.06
C 2.619 -3.601 -1.155 0.30 -0.32 -0.26
H 2.812 -4.537 -0.626 0.00 0.00 -0.03
H 3.550 -3.050 -1.267 -0.11 -0.10 -0.01
H 2.211 -3.831 -2.142 0.01 -0.01 0.02
C 3.156 -0.785 0.008 0.08 0.08 0.00
O 4.179 -1.115 -0.587 0.15 -0.09 -0.12
C -0.380 0.763 2.086 0.25 0.20 -0.17
O -0.451 0.770 3.300 0.06 -0.11 0.35
N -1.355 1.265 1.294 -0.16 0.05 0.02
C -1.329 1.334 -0.146 0.04 -0.13 -0.51
H -0.380 0.949 -0.520 -0.10 0.12 0.02
C -2.494 0.543 -0.740 -0.31 0.32 0.11
H -2.491 0.645 -1.826 -0.02 -0.02 -0.08
H -2.409 -0.515 -0.488 0.02 0.01 -0.05
C -3.827 1.072 -0.172 0.32 -0.39 0.29
C -3.789 1.038 1.357 -0.02 0.24 -0.47
C -2.569 1.794 1.877 -0.28 -0.08 0.37
H -2.485 1.697 2.961 -0.03 0.11 -0.17
H -2.664 2.852 1.610 0.04 -0.02 0.07
H -3.765 -0.006 1.666 0.03 -0.04 0.05
H -4.701 1.495 1.740 -0.06 -0.02 -0.02
O -4.919 0.301 -0.628 0.06 -0.04 0.32
C -5.379 0.874 -1.831 -0.04 0.09 -0.29
H -6.469 0.831 -1.827 0.09 0.01 -0.07
C -4.834 2.318 -1.803 -0.17 -0.02 -0.33
H -4.204 2.528 -2.676 -0.10 0.00 0.07
O -4.078 2.392 -0.615 0.15 0.03 0.38
H -5.627 3.068 -1.744 0.08 -0.06 -0.06
H -4.997 0.318 -2.695 -0.08 0.07 0.06
H -1.431 2.386 -0.444 0.10 -0.08 -0.02
H 2.076 1.879 1.761 0.05 0.08 0.04
H 4.347 1.856 1.552 -0.06 -0.07 -0.03
H 5.144 0.580 0.586 -0.12 0.15 0.12
H 3.329 2.743 -0.600 0.02 -0.13 -0.02
H 4.315 1.553 -1.496 -0.06 0.04 0.07
H 6.581 2.000 -1.737 0.02 0.00 0.00
H 7.218 3.489 -0.989 0.07 -0.08 0.00
H 6.952 2.038 0.006 0.03 0.00 -0.03

=====

2.
41
Properties=species:S:1:pos:R:3:forces:R:3 method="wB97M-V/def2-TZVPD" s_squared=8.789 e_homo_ha="-0.2854 / -0.2660" spin_multiplicity=6
Mn -0.383 1.175 -0.839 -2.47 1.28 -0.80
S -3.384 2.646 -1.882 -5.61 -0.07 -2.35
O -3.935 3.995 -1.919 0.56 -0.65 0.52
O -2.903 2.215 -0.584 1.41 -1.51 4.70
O -4.303 1.644 -2.487 0.83 0.98 1.03
O -2.119 2.546 -2.557 5.60 -0.36 -2.84
C 1.488 -2.254 -5.485 -0.60 0.00 -1.02
N 0.914 -2.141 -4.127 1.42 0.78 0.45
O 1.111 -3.115 -3.431 -0.72 0.24 0.56
O 0.442 -1.062 -3.774 0.08 -1.10 -0.19
H 2.375 -1.638 -5.630 -0.15 0.11 0.55
H 0.713 -1.883 -6.156 0.14 -0.17 -0.15
H 1.734 -3.304 -5.645 -0.18 0.26 -0.04
C 4.373 3.755 1.278 -1.32 -0.29 -0.92
N 3.768 3.510 -0.122 -2.28 -0.29 -0.16
O 2.605 3.037 -0.249 1.89 0.44 1.35
O 4.390 3.846 -1.079 1.17 0.29 -0.43
H 4.637 2.759 1.635 0.16 0.28 0.13
H 3.532 4.172 1.832 0.21 -0.18 0.18
H 5.185 4.477 1.193 -0.06 -0.43 -0.19
C -2.002 2.145 4.298 0.20 0.59 0.26
N -0.952 1.220 3.872 0.15 -0.38 -0.77
O -0.778 0.208 4.511 0.38 0.14 -0.13
O -0.391 1.521 2.820 0.29 -0.47 0.50
H -2.188 2.702 3.380 -0.93 -0.12 0.37
H -1.583 2.842 5.024 0.18 -0.13 0.04
H -2.754 1.541 4.805 -0.27 0.36 -0.51
C -4.440 -2.493 0.555 -0.11 0.83 -0.44
N -3.002 -2.781 0.623 0.12 0.55 1.04
O -2.702 -3.848 1.119 0.81 0.23 -0.51
O -2.251 -1.865 0.292 -0.01 -1.20 0.05
H -4.508 -1.456 0.882 -0.34 -0.14 0.04
H -4.987 -3.197 1.182 0.11 0.11 -0.40
H -4.661 -2.497 -0.513 -0.44 -0.21 0.15
C 2.187 -3.259 1.206 0.79 0.09 -1.20
N 2.683 -1.908 0.761 1.03 2.30 2.02
O 3.747 -1.485 1.221 -0.44 -1.59 -0.35
O 1.968 -1.139 0.158 -1.17 -0.62 -0.95
H 1.404 -3.540 0.501 -0.12 0.03 0.45
H 1.907 -3.197 2.257 -0.12 0.16 -0.29
H 3.062 -3.896 1.076 -0.20 -0.13 0.22

=====

3.
10
Properties=species:S:1:pos:R:3:forces:R:3 method="wB97M-V/def2-TZVPD" smiles=Nn1cncn1 e_homo_ha=-0.3477 spin_multiplicity=1 de_lowest_ev=2.956
C 0.457 1.170 0.065 -0.20 -4.67 -2.98
C 1.602 -0.649 0.048 -3.84 -6.50 -1.20
H -2.319 -0.169 -0.857 0.71 -0.22 2.09
H -2.018 -0.741 0.880 0.54 1.84 -2.82
H 0.151 2.196 -0.019 0.13 0.06 0.04
H 2.416 -1.336 0.252 -0.11 0.09 -0.43
N -1.841 0.009 0.079 0.62 -1.20 -0.14
N -0.415 0.057 -0.215 0.35 0.29 2.51
N 1.660 0.572 -0.094 1.28 9.32 2.06
N 0.306 -1.109 -0.139 0.53 0.99 0.86

=====

4.
23
Properties=species:S:1:pos:R:3:forces:R:3 method="wB97M-V/def2-TZVPD" smiles=[NH3+]CCNCCCO e_homo_ha=-0.4822 spin_multiplicity=1 total_charge=+1 de_lowest_ev=2.854
C 0.130 -1.645 0.294 -1.11 1.79 1.49
N 0.231 -0.293 -0.381 0.26 -1.06 2.31
C 0.833 0.604 0.682 -0.65 1.05 -0.86
C 0.947 2.039 0.116 1.84 1.05 1.93
C 0.105 3.017 0.998 -0.41 -0.95 -1.06
O -1.160 2.315 1.109 0.08 0.76 0.85
C -0.263 -2.673 -0.698 1.31 -4.06 0.45
N -0.931 -2.206 -1.950 1.26 0.61 0.02
H -0.562 -1.689 1.193 0.33 0.55 -1.03
H 1.092 -1.832 0.776 0.08 -0.35 -0.61
H -0.727 0.053 -0.375 -0.09 0.31 -0.25
H 1.841 0.353 1.000 -0.12 -0.94 -0.33
H 0.171 0.618 1.561 0.32 -0.19 -0.20
H 0.799 2.080 -0.940 -0.47 0.06 -0.69
H 2.043 2.267 0.299 -1.21 0.32 -0.56
H 0.674 3.093 1.936 -0.61 0.06 0.13
H -0.211 4.030 0.656 1.21 -0.63 -0.28
H -1.698 2.918 1.637 -0.36 -0.43 -0.09
H -0.761 -3.601 -0.345 -1.15 1.28 0.39
H 0.648 -3.301 -0.813 0.03 1.06 -1.77
H -1.605 -1.475 -1.731 -0.40 -0.15 0.04
H -0.235 -1.720 -2.531 -0.06 -0.12 0.01
H -1.361 -2.953 -2.493 -0.07 -0.04 0.10

=====

5.
12
Properties=species:S:1:pos:R:3:forces:R:3 method="wB97M-V/def2-TZVPD" smiles="C#C/C(=N/S)OC" e_homo_ha=-0.3301 spin_multiplicity=1 de_lowest_ev=5.464
C 1.097 1.492 0.065 -0.52 -2.90 1.85
C -0.673 -0.456 -0.326 1.44 2.65 1.78
C 0.402 -1.396 -0.112 4.51 -2.82 1.06
C 1.347 -2.156 0.249 -2.64 2.22 -2.53
H 1.978 1.284 -0.692 -2.43 -0.04 1.10
H 0.760 2.506 0.058 0.78 0.81 0.35
H 1.359 1.025 1.139 0.00 1.62 -2.46
H -2.944 0.829 -0.209 -0.44 2.10 -0.01
H 2.233 -2.836 0.126 -1.51 1.10 0.64
N -1.819 -0.930 -0.391 -2.14 -1.27 0.85
O -0.351 0.959 -0.069 0.69 -2.40 -1.54
S -3.389 -0.320 0.164 2.26 -1.06 -1.09

=====

6.
14
Properties=species:S:1:pos:R:3:forces:R:3 method="wB97M-V/def2-TZVPD" e_homo_ha=-0.3173 spin_multiplicity=1 de_lowest_ev=2.887
C -0.865 0.155 -1.880 0.06 -0.11 -0.19
N -1.360 0.862 -0.735 0.19 -0.13 0.66
C -1.113 0.608 0.443 -0.33 0.12 -0.13
N -1.311 0.643 1.696 0.06 -0.02 -0.33
C 0.937 -0.270 0.735 0.36 -0.09 0.01
O 0.961 -0.405 2.027 -0.09 0.07 -0.23
N 2.093 -0.595 0.160 -0.09 0.08 -0.01
H -1.579 -0.610 -2.205 0.10 0.10 0.05
H 0.084 -0.348 -1.643 -0.15 0.07 -0.04
H -0.715 0.848 -2.713 -0.02 -0.09 0.15
H 0.040 -0.045 2.291 0.04 -0.03 -0.04
H -2.280 0.513 1.963 0.04 0.03 -0.07
H 2.197 -0.487 -0.834 -0.03 -0.03 0.16
H 2.911 -0.869 0.696 -0.15 0.02 0.01

=====

One value per record, in order, for DFT total energy: -38997.83998; -83679.16685; -8096.35787; -10447.70696; -18596.45505; -9740.14668 eV.